Entry 1:
ORCA calculation (ωB97M-V/def2-TZVPD) on 2 unconnected molecules or ions with the total composition C18H28ClN3O4 in a non-equilibrium geometry.

Structure (XYZ):
```
54
Properties=species:S:1:pos:R:3:forces:R:3
O 2.352912 1.970325 3.535104 0.048 -0.054 -0.503
O 0.285139 -5.261106 -7.117641 0.127 0.316 0.063
O 1.527937 -1.417058 -3.997250 -0.371 0.166 -0.437
Cl 1.959468 1.151664 -1.629455 -0.257 0.038 0.295
O -1.722433 2.125295 2.947634 -0.072 -0.099 -0.186
C 1.157101 2.200604 3.392426 1.355 0.045 2.211
C -0.492692 -4.998631 -6.211383 0.281 -1.375 -1.074
C 1.456226 -2.524074 -4.515391 -0.606 1.143 0.376
C -0.503636 1.387851 -0.489980 0.064 0.067 0.229
C -1.369582 1.620592 0.580659 0.304 0.023 0.243
C 1.372408 1.706473 0.974274 -0.174 0.028 0.068
C 0.871180 1.433263 -0.295493 -0.179 0.136 0.532
C -0.880886 1.901040 1.876646 -0.090 -0.197 -0.807
C 0.522821 1.945223 2.076692 -1.092 0.091 -0.742
N 2.204036 -3.507521 -3.999588 0.528 -1.398 -0.218
N 0.464227 2.659739 4.497939 -0.839 -0.039 -1.119
N -0.432181 -3.881904 -5.487430 0.565 0.908 0.821
C -3.133890 1.918016 2.789815 0.161 -0.031 -0.352
C -1.582970 -5.978631 -5.846209 0.006 0.120 -0.055
C 2.366287 -4.877678 -4.488068 -0.220 0.326 -0.054
C 0.511549 5.155627 6.088322 0.114 -0.142 0.141
C -1.036368 3.453387 7.114060 0.213 -0.016 0.103
C 1.022968 2.681015 5.849540 0.379 0.177 -0.062
C 0.414914 3.771992 6.744196 -0.441 0.103 -0.418
C -0.311024 -1.549311 -6.136752 0.652 0.020 0.364
C 0.508293 -2.780385 -5.717511 -0.226 0.002 -0.216
H -0.891113 1.172163 -1.481738 -0.029 0.044 0.190
H -2.431209 1.578336 0.369314 0.069 0.025 0.192
H 2.452801 1.727447 1.097691 -0.287 0.062 0.304
H 2.769540 -3.224017 -3.213231 -0.132 0.126 -0.102
H -0.543290 2.736121 4.381339 0.437 -0.045 0.217
H -1.116586 -3.754820 -4.761261 -0.027 0.093 0.036
H -3.634514 2.066270 3.751157 0.488 0.050 -0.060
H -3.555200 2.631811 2.074615 0.082 -0.070 0.031
H -3.343318 0.897915 2.451499 0.093 0.097 -0.013
H -2.552022 -5.489038 -5.923240 -0.149 -0.074 0.144
H -1.545188 -6.819257 -6.538526 0.030 0.148 0.103
H -1.423098 -6.335615 -4.830694 -0.157 -0.047 0.113
H 3.294080 -5.298988 -4.097804 -0.094 0.152 -0.017
H 2.412137 -4.895600 -5.579306 -0.077 -0.082 0.111
H 1.533683 -5.498059 -4.153036 0.057 -0.142 -0.093
H -0.125293 5.214339 5.199932 0.106 0.006 0.093
H 1.543462 5.364343 5.788495 -0.135 0.038 -0.021
H 0.193505 5.930644 6.792543 0.023 -0.055 -0.104
H -1.423671 4.205335 7.808647 -0.065 -0.100 -0.126
H -1.099380 2.473157 7.596592 -0.081 0.086 -0.041
H -1.670930 3.442449 6.222183 -0.043 0.034 0.089
H 2.102571 2.862717 5.804842 -0.238 -0.165 -0.347
H 0.881164 1.699415 6.313371 0.037 -0.006 0.061
H 0.998147 3.796047 7.670434 0.054 -0.133 -0.088
H -0.962028 -1.236394 -5.319662 0.023 0.097 -0.041
H 0.364256 -0.729411 -6.385266 -0.143 0.042 0.112
H -0.913205 -1.786346 -7.014557 0.068 -0.116 0.075
H 1.152898 -3.036769 -6.559489 -0.138 -0.423 -0.019
```
Positions in Å, forces in eV/Å.

Results
Kohn-Sham gap = 9.202 eV
HOMO = -0.318 hartree
relative energy (zero: lowest compared OMol25 entry of this formula, charge and spin) = 0.0 kJ/mol
largest force on an atom = 0.0504 hartree/bohr
energy = -1628.149588 Ha

Entry 2:
ORCA calculation (ωB97M-V/def2-TZVPD) on 3 unconnected molecules or ions with the total composition C5H16NO2 in a non-equilibrium geometry.

Structure (XYZ):
```
24
Properties=species:S:1:pos:R:3:forces:R:3
C -0.504762 -1.130517 -1.898236 0.209 0.603 0.474
C -0.101477 0.063780 -1.033053 -0.116 -0.642 0.680
C 1.392456 0.345254 -0.971823 0.304 0.357 -1.844
C 1.905437 0.849477 -2.330217 0.146 0.775 1.148
C 2.178667 0.146750 -3.408102 0.480 -0.491 -0.921
N -0.522488 -0.250965 0.420101 -0.588 -0.371 -0.520
H -0.046425 -2.011547 -1.446155 -0.214 -0.329 -0.431
H -1.583010 -1.213824 -2.042820 0.016 -0.188 0.413
H -0.114614 -0.941410 -2.888954 0.282 -0.203 -0.142
H -0.709833 0.912717 -1.344409 0.436 0.349 0.169
H 2.096911 -0.464583 -0.749789 -0.835 -0.410 0.550
H 1.546066 1.157582 -0.279035 0.190 0.121 0.433
H 2.171184 1.899217 -2.215905 -0.040 -0.036 -0.818
H 2.647763 0.532785 -4.309510 -0.145 0.599 0.314
H 2.056625 -0.921889 -3.542248 -0.330 -0.136 0.580
H -0.305668 0.376099 1.214581 0.376 0.296 -0.144
H -0.141664 -1.175109 0.623421 -0.101 -0.002 0.293
H -1.538205 -0.312932 0.474266 -0.113 -0.354 -0.029
H -1.724008 1.708720 2.468894 -0.732 0.393 0.882
H -0.947685 0.924558 3.696549 -0.721 0.191 -0.143
O -0.981691 1.206184 2.777982 1.600 -0.394 -1.150
H -1.842549 -1.754909 4.639931 -0.035 -0.373 0.813
H -2.441087 -0.307075 4.744433 -0.467 0.069 0.979
O -2.088637 -0.969813 4.170646 0.398 0.178 -1.586
```
Positions in Å, forces in eV/Å.

Results
Kohn-Sham gap = 10.267 eV
HOMO = -0.488 hartree
relative energy (zero: lowest compared OMol25 entry of this formula, charge and spin) = 127.2 kJ/mol
largest force on an atom = 0.0391 hartree/bohr
energy = -405.071706 Ha
net charge = +1

Entry 3:
ORCA calculation (ωB97M-V/def2-TZVPD) on 4 unconnected molecules or ions with the total composition C28H59ClNO9P in a non-equilibrium geometry.

Structure (XYZ):
```
99
Properties=species:S:1:pos:R:3:forces:R:3
C 2.682610 -5.515613 -0.998952 -0.273 -0.600 0.400
O 3.548869 -5.218380 0.074216 0.252 0.037 -0.668
C 4.599318 -4.366829 -0.318756 0.194 0.817 1.616
C 4.880696 -3.354939 0.810344 0.584 0.416 -1.067
C 5.601525 -2.133716 0.159377 -1.261 -0.324 0.449
C 4.636187 -0.978083 -0.260789 0.768 -0.671 0.709
C 4.651228 0.236667 0.682859 0.346 -0.181 -0.636
C 4.275712 1.551876 -0.029343 -0.017 -1.083 -0.072
C 2.978424 1.540260 -0.864737 0.175 0.866 1.166
C 1.784329 2.100619 -0.050485 0.331 0.149 -0.766
C 0.777985 2.785169 -0.984323 0.253 -0.609 -0.586
C -0.024694 1.772430 -1.827201 0.148 1.299 1.204
C -0.939630 1.009347 -0.891338 0.580 -1.067 -1.092
C -1.790928 -0.088722 -1.550711 0.942 0.872 -0.249
Cl -1.068059 -0.679599 -3.112534 -0.042 -0.261 0.351
O -3.065548 0.378879 -1.851370 -0.133 -0.464 0.005
C -4.052691 -0.187013 -1.038399 -0.124 -0.030 1.200
C -3.900178 0.173194 0.453452 -0.841 0.476 -0.506
O -5.192968 0.003499 1.008598 0.318 -0.771 0.025
C -5.191715 -0.901848 2.090340 -0.517 0.209 0.154
P -4.283777 -2.021610 -1.258891 -0.497 -0.368 -1.720
N -4.523660 -2.478715 -2.759146 0.200 0.376 1.048
H 2.591584 -6.591507 -1.104462 -0.111 -0.297 0.045
H 1.709244 -5.104122 -0.756498 -0.351 0.114 -0.240
H 3.033511 -5.146640 -1.953402 0.080 0.311 -0.180
H 4.343461 -3.760433 -1.182574 -0.248 -0.154 -0.379
H 5.510956 -4.923885 -0.517282 0.178 -0.231 -0.296
H 3.931746 -3.067941 1.241109 -0.235 0.152 0.254
H 5.525515 -3.757039 1.580620 -0.068 -0.369 0.250
H 6.364399 -1.792086 0.843919 0.355 0.316 -0.047
H 6.053114 -2.536372 -0.740256 0.558 0.161 -0.126
H 3.634215 -1.392645 -0.272797 -0.309 -0.049 -0.377
H 4.934338 -0.719005 -1.269977 -0.234 0.476 -0.240
H 5.671278 0.345284 1.045134 0.196 0.130 0.116
H 4.064662 0.008591 1.567512 -0.383 0.138 0.112
H 4.254855 2.342993 0.708967 -0.091 0.353 0.088
H 5.105890 1.761195 -0.697682 0.212 0.109 -0.134
H 2.764333 0.555759 -1.255393 -0.018 -0.295 -0.150
H 3.160597 2.201433 -1.706032 -0.132 0.068 -0.303
H 2.149367 2.848079 0.643324 0.170 0.147 0.196
H 1.374457 1.301601 0.555136 -0.352 -0.008 0.176
H 1.374279 3.345823 -1.702269 0.098 0.321 -0.021
H 0.131083 3.510432 -0.509135 -0.240 -0.028 0.440
H -0.594110 2.342492 -2.550657 -0.159 -0.088 -0.435
H 0.721772 1.163151 -2.311465 -0.157 -0.481 -0.353
H -1.570951 1.691518 -0.348182 -0.369 0.154 0.125
H -0.317685 0.503407 -0.164893 0.076 -0.057 0.325
H -1.773967 -0.945121 -0.892244 -0.407 -0.392 -0.041
H -4.987934 0.267642 -1.336394 -0.319 -0.004 -0.221
H -3.151169 -0.426373 0.958963 0.212 -0.122 0.187
H -3.664758 1.222184 0.582728 0.488 0.269 -0.252
H -4.970361 -0.354525 3.000860 0.137 -0.133 0.384
H -4.497986 -1.728948 1.963632 0.304 -0.056 -0.096
H -6.177860 -1.339719 2.157566 -0.346 0.016 0.125
H -5.388657 -2.353406 -0.433936 0.518 0.129 0.360
H -3.164178 -2.654524 -0.652893 -0.295 0.141 0.361
H -4.472930 -1.615279 -3.284302 0.041 -0.003 -0.664
O -0.823351 1.919810 2.038780 -0.110 -0.402 -0.238
C -0.686908 2.928304 2.670578 -0.064 0.069 0.537
O 0.213829 3.825570 2.259994 0.188 0.218 -0.446
C 0.335640 5.135277 2.817240 0.145 0.200 0.274
C 1.208606 5.130897 4.054161 -0.015 -0.130 0.102
C -1.439916 3.170117 3.952491 -0.483 0.425 -0.178
H -0.646384 5.572271 3.000003 -0.033 -0.060 0.041
H 0.804629 5.740526 2.044128 -0.010 -0.126 -0.142
H 0.779469 4.518463 4.846763 -0.059 0.062 0.034
H 1.338872 6.144150 4.434029 0.004 0.013 -0.017
H 2.188079 4.713263 3.823625 0.030 0.058 -0.066
H -0.919595 2.673976 4.764481 0.087 -0.075 0.119
H -2.433351 2.740239 3.852122 0.075 -0.204 0.009
H -1.575862 4.222944 4.193345 0.159 -0.062 0.093
O -3.417882 5.402967 -4.310681 0.124 0.894 0.492
C -3.508018 4.308663 -4.770615 -0.176 -0.477 -0.703
O -2.762793 3.321789 -4.262943 0.193 -0.273 0.500
C -2.927159 1.940865 -4.612222 0.129 -0.120 -0.343
C -2.158970 1.597661 -5.870013 -0.040 0.152 -0.165
C -4.381992 4.034966 -5.969549 -0.465 -0.318 0.130
H -3.984206 1.678588 -4.681996 -0.028 0.081 -0.047
H -2.524599 1.374979 -3.781979 -0.031 0.215 0.037
H -2.522537 2.159574 -6.731437 -0.063 -0.062 -0.018
H -2.244848 0.534047 -6.091374 0.012 -0.025 0.037
H -1.105062 1.847858 -5.747906 0.024 -0.071 0.092
H -3.834898 4.297452 -6.873181 0.020 -0.005 -0.014
H -5.267700 4.660079 -5.895931 0.109 0.195 -0.036
H -4.727791 3.006210 -6.040062 0.156 -0.028 -0.116
O 0.229538 -2.047682 5.254804 -0.017 1.117 0.891
C 0.182446 -2.967698 4.506628 -0.484 -0.170 -0.872
O 1.129952 -3.890898 4.568382 0.704 -0.544 0.443
C 1.080682 -5.120631 3.858364 -0.007 -0.333 -0.381
C 1.616030 -4.975776 2.452433 -0.107 0.123 -0.003
C -0.877298 -3.063658 3.438580 -0.442 -0.443 0.045
H 0.075360 -5.544537 3.883889 -0.038 0.056 -0.012
H 1.717796 -5.803100 4.416414 0.033 0.064 0.128
H 1.019098 -4.285441 1.853884 -0.077 -0.062 0.006
H 1.630836 -5.941991 1.950529 0.065 -0.009 -0.021
H 2.627081 -4.580658 2.476713 0.095 -0.100 0.001
H -0.568342 -2.469497 2.580635 0.034 0.013 -0.035
H -1.801447 -2.655732 3.838013 0.050 0.215 0.023
H -1.092174 -4.083097 3.119925 0.125 0.098 -0.137
```
Positions in Å, forces in eV/Å.

Results
Kohn-Sham gap = 8.881 eV
HOMO = -0.317 hartree
largest force on an atom = 0.0355 hartree/bohr
energy = -2635.610352 Ha

Entry 4:
ORCA calculation (ωB97M-V/def2-TZVPD) on a gas-phase ion, C3H4NS (charge +1) in a non-equilibrium geometry.

Structure (XYZ):
```
9
Properties=species:S:1:pos:R:3:forces:R:3
C 0.495844 1.070800 1.102817 -0.591 -1.902 0.670
C 0.860493 1.744856 2.017910 0.111 -0.235 -0.841
C -0.359913 -0.716198 -0.531784 1.947 0.190 4.403
N 0.007410 0.448084 -0.028941 0.269 0.935 0.113
S -0.289817 -2.206771 0.302826 0.029 0.167 -0.830
H 1.333693 2.415016 2.673805 0.111 0.316 0.731
H -0.239186 -2.949569 -0.860370 -0.315 0.484 0.730
H -0.578260 -0.665202 -1.511880 -0.830 -0.029 -3.324
H 0.092082 1.228748 -0.646774 -0.732 0.075 -1.652
```
Positions in Å, forces in eV/Å.

Results
Kohn-Sham gap = 9.004 eV
HOMO = -0.545 hartree
relative energy (zero: lowest compared OMol25 entry of this formula, charge and spin) = 209.1 kJ/mol
largest force on an atom = 0.0937 hartree/bohr
energy = -569.267889 Ha
net charge = +1

Entry 5:
ORCA calculation (ωB97M-V/def2-TZVPD) on a single C4H9NSSi molecule in a non-equilibrium geometry.

Structure (XYZ):
```
16
Properties=species:S:1:pos:R:3:forces:R:3
S 2.893279 1.835872 -1.970039 -0.364 -0.481 0.735
C 2.213724 1.069777 -0.761579 -1.455 -1.738 3.287
N 1.689980 0.481147 0.231466 2.739 2.679 -4.691
C -0.689971 0.554267 1.804317 0.031 -0.309 -1.709
C -1.023809 0.732715 -1.195024 -0.806 -1.423 0.799
C 0.253524 -1.997504 0.106302 0.588 0.843 -1.151
Si 0.053986 -0.120561 0.161641 -1.248 1.358 1.929
H -1.512408 1.222631 1.475526 0.490 -0.263 0.660
H 0.076724 1.045739 2.385445 0.024 0.329 0.124
H -1.060532 -0.282274 2.355916 -0.545 -0.409 0.642
H -1.463274 1.749914 -1.258236 0.472 -0.585 0.999
H -1.849918 -0.010319 -1.354260 0.455 0.652 -0.075
H -0.406095 0.674116 -2.033259 0.900 -0.232 -1.958
H 0.594643 -2.163016 -0.952105 -0.074 -0.309 0.937
H -0.763699 -2.362215 0.158550 -0.090 -0.701 0.328
H 0.993848 -2.430288 0.845339 -1.116 0.590 -0.857
```
Positions in Å, forces in eV/Å.

Results
Kohn-Sham gap = 10.075 eV
HOMO = -0.344 hartree
relative energy (zero: lowest compared OMol25 entry of this formula, charge and spin) = 0.0 kJ/mol
largest force on an atom = 0.1178 hartree/bohr
energy = -900.275489 Ha

Entry 6:
ORCA calculation (ωB97M-V/def2-TZVPD) on a single C5H8O2 molecule.

Structure (XYZ):
```
15
Properties=species:S:1:pos:R:3:forces:R:3
C -0.626380 -1.500302 0.643570 -0.014 -0.040 0.084
C -0.170673 -0.299212 -0.175313 0.072 -0.088 0.192
O -0.689897 -0.525024 -1.470036 0.087 0.033 -0.152
C -0.709114 1.024091 0.431485 -0.114 -0.145 0.205
O -0.842360 2.034149 -0.542470 0.260 0.078 -0.110
C 1.307600 -0.179229 -0.209929 0.524 0.133 0.017
C 2.494301 0.031266 -0.185312 -0.460 -0.115 -0.019
H -1.710901 -1.591994 0.524550 0.167 0.026 0.066
H -0.384629 -1.385607 1.703696 0.012 0.007 -0.129
H -0.158262 -2.409872 0.259673 -0.032 0.128 0.092
H -0.354331 0.165906 -2.053486 -0.194 0.010 0.017
H -0.036751 1.331608 1.247431 -0.180 -0.068 -0.135
H -1.705492 0.867315 0.853394 0.056 -0.050 -0.179
H 0.037748 2.242367 -0.879220 -0.007 0.140 0.105
H 3.549145 0.194531 -0.148030 -0.175 -0.051 -0.052
```
Positions in Å, forces in eV/Å.

Results
Kohn-Sham gap = 10.957 eV
HOMO = -0.374 hartree
relative energy (zero: lowest compared OMol25 entry of this formula, charge and spin) = 231.5 kJ/mol
largest force on an atom = 0.0105 hartree/bohr
energy = -345.716799 Ha

| no. | molecular weight (g mol⁻¹) |
| --- | --- |
| 1 | 385.89 |
| 2 | 122.19 |
| 3 | 620.21 |
| 4 | 86.14 |
| 5 | 131.28 |
| 6 | 100.12 |